(1)
{
  "formula": "C47H52IN11O2PPbSSi",
  "method": "wB97M-V/def2-TZVPD",
  "charge": 1,
  "de_lowest_kj_mol": 7.29,
  "multiplicity": 1,
  "lumo_ev": -2.32,
  "symbols": ["Pb", "C", "C", "C", "C", "C", "N", "C", "C", "C", "C", "C", "C", "C", "N", "C", "C", "C", "N", "C", "C", "N", "C", "C", "C", "N", "H", "H", "H", "H", "H", "H", "H", "H", "H", "H", "H", "H", "H", "H", "H", "H", "H", "H", "C", "N", "C", "C", "N", "C", "S", "C", "C", "C", "C", "C", "N", "H", "H", "H", "H", "H", "H", "H", "H", "H", "I", "C", "C", "C", "C", "C", "C", "C", "O", "O", "H", "H", "H", "H", "C", "Si", "C", "C", "C", "C", "H", "H", "H", "H", "H", "H", "H", "H", "H", "C", "N", "C", "N", "C", "N", "C", "P", "C", "C", "H", "H", "H", "H", "H", "H", "H", "H", "H", "H", "H", "H"],
  "xyz": [[0.2488, -1.1089, -0.2248], [1.7902, 0.9649, -6.8990], [0.8801, 0.8798, -5.7090], [0.3520, 2.0184, -5.1088], [-0.4101, 1.9108, -3.9640], [-0.6997, 0.6787, -3.3872], [-1.4633, 0.6587, -2.1389], [-2.9095, 0.7220, -2.2740], [-3.4643, 0.9716, -3.5222], [-4.8057, 1.2723, -3.6889], [-5.6446, 1.3734, -2.5911], [-7.0758, 1.8190, -2.7152], [-5.1145, 1.0230, -1.3570], [-3.7921, 0.6243, -1.1834], [-3.5012, 0.0429, 0.0966], [-4.4267, -0.6076, 0.8586], [-3.8191, -0.9552, 2.0347], [-2.4982, -0.4952, 1.8882], [-2.3101, 0.0913, 0.7200], [-0.2238, -0.4635, -4.0134], [0.5734, -0.3457, -5.1455], [-0.5603, -1.8029, -3.6450], [-0.8494, -2.7763, -4.5367], [-1.0159, -3.9472, -3.8407], [-0.8118, -3.5852, -2.5053], [-0.5591, -2.2864, -2.3887], [1.7322, 1.9453, -7.3689], [2.8224, 0.8011, -6.5825], [1.5447, 0.2075, -7.6431], [0.5595, 2.9961, -5.5255], [-0.7873, 2.8024, -3.4788], [-2.8238, 0.9675, -4.3923], [-5.1830, 1.4756, -4.6834], [-7.2568, 2.2875, -3.6809], [-7.7601, 0.9737, -2.6195], [-7.3272, 2.5363, -1.9339], [-5.7566, 1.0613, -0.4870], [-5.4306, -0.7787, 0.5139], [-4.2600, -1.4772, 2.8664], [-1.6729, -0.5749, 2.5813], [1.0044, -1.2442, -5.5689], [-0.9235, -2.5629, -5.5889], [-1.2460, -4.9194, -4.2388], [-0.8289, -4.2095, -1.6276], [3.9119, -4.4006, 2.2105], [2.4820, -4.4364, 2.4873], [1.9175, -4.9749, 3.6271], [0.5882, -4.8849, 3.4959], [0.3282, -4.2908, 2.2595], [1.5205, -4.0180, 1.6313], [1.8851, -3.3493, 0.1185], [-0.9907, -4.2309, 1.7113], [-1.9514, -5.1248, 2.1705], [-3.2195, -5.0556, 1.6232], [-3.4822, -4.1208, 0.6354], [-2.4555, -3.2830, 0.2462], [-1.2301, -3.3282, 0.7775], [4.4469, -4.3277, 3.1540], [4.1308, -3.5384, 1.5868], [4.2169, -5.3019, 1.6811], [2.5136, -5.3468, 4.4416], [-0.1893, -5.1286, 4.1945], [-1.7146, -5.8798, 2.9043], [-3.9891, -5.7372, 1.9602], [-4.4554, -4.0422, 0.1728], [-2.6064, -2.5414, -0.5313], [5.8632, 4.5868, 1.5638], [4.8602, 3.1964, 0.3728], [5.4482, 2.7258, -0.7926], [4.7578, 1.8170, -1.5816], [3.5030, 1.3577, -1.2019], [2.9332, 1.8330, -0.0278], [3.6005, 2.7619, 0.7571], [2.7665, 0.3845, -2.0912], [2.9917, 0.3685, -3.2872], [1.9159, -0.3840, -1.4807], [6.4302, 3.0697, -1.0874], [5.1834, 1.4540, -2.5079], [1.9392, 1.5001, 0.2526], [3.1434, 3.1582, 1.6543], [-1.8777, 5.2120, -0.7583], [-0.2409, 4.3822, -0.4056], [1.0166, 4.9606, -1.6518], [0.2703, 4.7438, 1.3520], [-0.5419, 2.5783, -0.6751], [-0.9630, 1.6627, -1.3495], [-1.8044, 6.2862, -0.5688], [-2.6779, 4.8126, -0.1313], [-2.1683, 5.0760, -1.8025], [1.0438, 6.0529, -1.6743], [0.7469, 4.6071, -2.6496], [2.0250, 4.6013, -1.4355], [0.0528, 5.7863, 1.5961], [1.3390, 4.5876, 1.5131], [-0.2798, 4.1160, 2.0544], [2.8244, -0.8625, 5.5380], [3.4351, -0.0272, 4.5095], [2.9638, 1.3454, 4.6913], [1.5067, 1.4681, 4.6707], [0.9423, 0.5819, 5.6838], [1.3615, -0.8140, 5.5412], [0.8149, -1.4193, 4.3319], [1.3288, -0.5458, 2.7633], [3.1520, -0.5233, 3.1665], [0.9571, 1.1844, 3.3492], [3.1750, -0.5143, 6.5108], [3.1453, -1.8978, 5.3991], [3.3927, 1.9768, 3.9125], [3.3194, 1.7004, 5.6598], [-0.1472, 0.6319, 5.6352], [1.2636, 0.9330, 6.6655], [-0.2768, -1.4470, 4.3981], [1.1651, -2.4530, 4.2710], [3.6731, 0.0882, 2.4273], [3.5338, -1.5444, 3.0721], [-0.1263, 1.3299, 3.3643], [1.3651, 1.8906, 2.6242]],
  "atomic_forces_ev_per_a": [[-0.095, 0.316, -0.114], [0.045, 0.014, 0.061], [-0.072, 0.099, -0.027], [0.044, -0.080, -0.038], [0.057, 0.014, 0.102], [-0.023, -0.129, -0.016], [0.249, 0.217, -0.068], [0.073, -0.092, 0.077], [0.031, 0.092, -0.082], [-0.050, -0.016, 0.021], [0.026, -0.021, -0.016], [0.025, -0.065, 0.013], [-0.020, -0.009, 0.010], [-0.060, -0.127, 0.047], [-0.033, -0.055, -0.144], [0.037, 0.130, 0.072], [0.066, 0.042, 0.007], [-0.077, -0.035, 0.138], [-0.059, 0.212, -0.135], [-0.017, -0.199, -0.196], [0.055, -0.021, -0.014], [-0.232, 0.151, 0.023], [-0.003, -0.065, -0.016], [0.018, 0.005, 0.030], [-0.064, -0.006, -0.026], [0.200, -0.161, -0.029], [0.001, -0.007, -0.012], [-0.008, 0.005, 0.003], [0.001, -0.001, -0.004], [0.005, -0.005, 0.008], [-0.008, -0.014, -0.034], [0.033, 0.056, 0.031], [0.013, 0.020, 0.009], [-0.002, 0.001, 0.006], [0.003, 0.005, -0.005], [-0.008, 0.007, -0.012], [-0.003, 0.020, 0.000], [0.019, 0.006, -0.029], [0.013, 0.008, -0.009], [-0.019, -0.019, -0.036], [-0.008, 0.007, 0.016], [0.005, 0.032, 0.022], [-0.006, 0.016, 0.004], [0.037, 0.023, -0.022], [-0.015, 0.019, -0.005], [0.057, -0.019, 0.046], [0.031, 0.004, -0.003], [-0.029, 0.033, 0.002], [-0.104, -0.051, 0.006], [0.040, 0.123, -0.012], [0.044, -0.311, -0.059], [0.110, -0.001, -0.052], [0.021, -0.062, -0.008], [-0.020, 0.010, 0.009], [0.024, -0.015, -0.046], [0.051, -0.052, 0.051], [-0.118, 0.039, 0.078], [-0.007, -0.012, 0.016], [-0.005, 0.020, 0.013], [-0.007, 0.001, -0.011], [0.008, 0.003, -0.018], [-0.015, -0.010, -0.023], [0.007, -0.007, -0.009], [0.010, -0.009, -0.014], [-0.006, 0.010, 0.010], [-0.012, 0.025, 0.049], [-0.006, -0.017, -0.005], [0.042, 0.044, 0.016], [-0.015, -0.023, -0.011], [-0.015, 0.017, -0.022], [-0.011, 0.030, 0.014], [-0.027, -0.009, 0.047], [-0.025, -0.034, -0.016], [-0.121, 0.044, 0.032], [0.059, -0.074, -0.006], [0.105, -0.051, -0.102], [-0.004, 0.003, 0.005], [0.001, 0.012, -0.001], [0.018, 0.023, 0.004], [0.001, -0.010, 0.024], [-0.052, 0.022, 0.009], [-0.082, 0.050, 0.120], [0.108, -0.058, -0.011], [0.082, 0.014, 0.015], [0.022, -0.115, -0.238], [-0.371, -0.042, 0.416], [-0.011, -0.020, -0.007], [0.023, 0.003, -0.003], [-0.002, -0.018, 0.013], [0.008, -0.014, -0.002], [0.013, 0.042, -0.005], [-0.022, -0.032, 0.026], [0.022, -0.012, 0.003], [-0.029, -0.027, -0.009], [-0.026, -0.002, 0.034], [-0.074, 0.037, -0.082], [0.077, -0.014, 0.054], [-0.048, -0.036, -0.056], [-0.035, 0.095, 0.046], [0.030, -0.039, -0.078], [0.000, -0.039, 0.091], [0.041, 0.066, -0.096], [0.147, 0.064, 0.157], [-0.116, -0.017, -0.011], [0.046, -0.115, 0.010], [0.012, -0.013, 0.010], [0.010, -0.006, 0.008], [0.006, 0.021, -0.029], [0.008, 0.003, 0.005], [-0.010, 0.014, 0.022], [0.012, 0.001, 0.007], [-0.011, -0.005, 0.022], [-0.053, 0.005, 0.018], [0.013, 0.023, -0.019], [0.024, 0.017, -0.015], [-0.011, 0.035, -0.005], [-0.012, 0.051, -0.033]]
}


(2)
{
  "formula": "C47H52INO22",
  "method": "wB97M-V/def2-TZVPD",
  "charge": 0,
  "multiplicity": 1,
  "lumo_ev": -0.63,
  "smiles": "CCOCc1cc(CC(=O)N(C)C)c2c(c1)C(=O)c1ccc(Cc3ccc(C)cc3)c(I)c1C2=O.O=C1OCCO1.O=C1OCCO1.O=C1OCCO1.O=C1OCCO1.O=C1OCCO1.O=C1OCCO1",
  "symbols": ["C", "C", "O", "C", "C", "C", "C", "C", "C", "O", "N", "C", "C", "C", "C", "C", "C", "O", "C", "C", "C", "C", "C", "C", "C", "C", "C", "C", "C", "C", "C", "I", "C", "C", "O", "H", "H", "H", "H", "H", "H", "H", "H", "H", "H", "H", "H", "H", "H", "H", "H", "H", "H", "H", "H", "H", "H", "H", "H", "H", "H", "H", "H", "O", "C", "O", "C", "C", "O", "H", "H", "H", "H", "O", "C", "O", "C", "C", "O", "H", "H", "H", "H", "O", "C", "O", "C", "C", "O", "H", "H", "H", "H", "O", "C", "O", "C", "C", "O", "H", "H", "H", "H", "O", "C", "O", "C", "C", "O", "H", "H", "H", "H", "O", "C", "O", "C", "C", "O", "H", "H", "H", "H"],
  "xyz": [[-1.5618, -1.5188, 6.4818], [-2.6326, -2.6078, 6.0296], [-2.6300, -2.8331, 4.6185], [-1.7639, -3.9112, 4.2605], [-1.5654, -4.0182, 2.7027], [-0.3295, -4.6028, 2.1583], [-0.0557, -4.7023, 0.6967], [1.2547, -5.2957, 0.1001], [1.3031, -6.8598, 0.0437], [2.4009, -7.3770, 0.1717], [0.1433, -7.7255, -0.1485], [0.0154, -8.4606, 1.1538], [0.3650, -8.7279, -1.2248], [-1.1008, -4.1816, -0.1913], [-2.3888, -3.6093, 0.2976], [-2.6012, -3.5403, 1.7486], [-3.4225, -3.0871, -0.7750], [-4.6166, -3.2600, -0.6704], [-2.7697, -2.3099, -1.9817], [-3.3650, -1.1125, -2.5748], [-2.6379, -0.4472, -3.6831], [-1.3404, -0.9953, -4.1504], [-0.6117, -0.1920, -5.3119], [0.1608, 1.0000, -4.6106], [0.8273, 0.7704, -3.3046], [1.5182, 1.8475, -2.5768], [1.5789, 3.2433, -3.1493], [2.2922, 4.3450, -2.3166], [0.9517, 3.4426, -4.4592], [0.2454, 2.3544, -5.1824], [-0.7571, -2.2318, -3.5599], [1.1353, -3.0084, -4.2929], [-1.4864, -2.8900, -2.4649], [-0.9346, -4.1822, -1.7552], [-0.4383, -5.1083, -2.3524], [-1.9095, -0.4676, 6.2847], [-1.3320, -1.6318, 7.5832], [-0.5858, -1.6482, 5.9310], [-2.4501, -3.5372, 6.6419], [-3.6479, -2.2299, 6.3551], [-2.0435, -4.8921, 4.7318], [-0.7355, -3.6415, 4.6652], [0.4956, -4.9753, 2.8255], [2.0931, -4.9820, 0.7910], [1.4803, -4.8775, -0.9183], [0.2288, -7.7740, 2.0288], [0.7232, -9.3277, 1.2389], [-1.0431, -8.8324, 1.2976], [-0.4230, -8.6726, -2.0367], [0.2788, -9.7783, -0.8135], [1.3520, -8.6265, -1.7482], [-3.5539, -3.1227, 2.1527], [-4.3351, -0.6995, -2.2187], [-3.0779, 0.4718, -4.1519], [0.1127, -0.8855, -5.8275], [-1.3357, 0.1841, -6.0822], [0.8324, -0.2236, -2.7911], [1.9881, 1.6621, -1.5740], [1.5708, 5.0172, -1.7574], [2.9610, 5.0106, -2.9342], [2.9578, 3.9054, -1.5182], [1.0278, 4.4833, -4.8801], [-0.2414, 2.5753, -6.1653], [3.5619, 2.1015, -0.3089], [4.1238, 1.0469, -0.3137], [3.6764, -0.0570, -0.9692], [4.7215, -1.0264, -0.9260], [5.5104, -0.6057, 0.2791], [5.2894, 0.7966, 0.3358], [4.3166, -2.0335, -0.8316], [5.3011, -0.9631, -1.8506], [5.1383, -1.0588, 1.2014], [6.5718, -0.8260, 0.1804], [0.8261, 1.5256, 4.2808], [-0.0584, 1.0389, 3.6448], [-1.1766, 1.7021, 3.2530], [-1.8708, 0.8561, 2.3325], [-1.3823, -0.5098, 2.7026], [-0.0770, -0.2524, 3.2209], [-2.9497, 0.9599, 2.4459], [-1.5947, 1.1347, 1.3218], [-1.9876, -0.9732, 3.4851], [-1.3348, -1.1824, 1.8473], [8.3585, 0.2154, 1.5097], [8.3314, 1.4068, 1.5793], [7.4799, 2.1109, 2.3679], [7.9076, 3.4683, 2.3484], [8.6664, 3.5603, 1.0548], [9.1517, 2.2332, 0.8776], [7.0544, 4.1449, 2.3822], [8.5410, 3.6519, 3.2202], [8.0232, 3.8174, 0.2093], [9.4896, 4.2725, 1.1024], [-1.7864, 1.2000, -0.9222], [-1.8186, 2.3945, -0.8540], [-2.6737, 3.0913, -0.0590], [-2.2554, 4.4538, -0.0801], [-1.5065, 4.5490, -1.3759], [-1.0122, 3.2191, -1.5568], [-3.1120, 5.1251, -0.0418], [-1.6182, 4.6421, 0.7885], [-2.1551, 4.8016, -2.2176], [-0.6975, 5.2546, -1.3336], [-1.1384, 7.0502, -1.5420], [-0.2703, 7.6419, -0.9761], [-0.0641, 7.5973, 0.3654], [1.1837, 8.2354, 0.6236], [1.3494, 9.1363, -0.5678], [0.6376, 8.4439, -1.5895], [1.1520, 8.7853, 1.5633], [1.9644, 7.4730, 0.6848], [0.8899, 10.1168, -0.4194], [2.3936, 9.2737, -0.8460], [-6.6116, 3.1124, -0.5650], [-7.0348, 2.0078, -0.6902], [-8.3394, 1.7072, -0.9350], [-8.4039, 0.3183, -1.2436], [-7.1715, -0.2299, -0.5811], [-6.2768, 0.8800, -0.6061], [-9.3201, -0.1240, -0.8539], [-8.3852, 0.1965, -2.3299], [-7.3471, -0.5188, 0.4583], [-6.7512, -1.0806, -1.1178]],
  "atomic_forces_ev_per_a": [[0.174, -0.294, -0.189], [0.225, 1.023, 1.523], [-0.176, -0.982, 0.313], [1.760, 0.496, -0.549], [-0.016, -0.261, -2.231], [-0.754, 0.578, -1.503], [-2.644, 0.995, 0.401], [-0.575, 0.300, 1.203], [1.674, -0.667, -0.250], [-0.914, 0.805, -0.216], [0.405, -0.020, 0.742], [-0.706, 0.171, 0.997], [-0.414, -0.775, -1.162], [-0.708, 0.442, 0.673], [1.964, -0.742, 1.345], [1.397, -0.923, -0.671], [0.900, 0.456, -0.072], [0.867, 0.355, 0.111], [1.008, 0.012, -0.630], [2.338, -0.817, -1.313], [0.845, -2.504, 1.536], [-1.054, -0.331, 0.181], [0.426, -0.055, 1.372], [1.137, 1.569, 0.959], [0.503, 2.289, -0.250], [-1.151, 0.916, -2.409], [-0.869, -2.813, -0.659], [0.228, 0.199, 0.182], [0.157, -1.307, 1.136], [0.861, -0.483, 2.050], [-2.472, 1.027, 0.735], [-1.163, 0.492, 0.490], [-0.417, 1.491, -0.636], [-0.601, 0.699, 0.831], [-0.209, 0.725, 0.277], [0.228, -1.060, 0.184], [-0.378, 0.176, -1.174], [-0.983, 0.035, 0.501], [-0.128, 0.585, -0.936], [0.966, -0.479, -0.703], [-0.143, 0.823, -0.519], [-0.934, -0.536, -0.374], [-1.061, 0.510, -0.499], [-0.766, -0.527, -0.847], [-0.376, -0.557, 0.954], [-0.277, -0.620, -1.020], [-0.475, 0.779, -0.177], [1.142, 0.370, -0.350], [0.720, 0.269, 1.017], [0.301, 1.170, -0.369], [-0.779, -0.037, 0.734], [0.958, -0.377, -0.409], [0.970, -0.458, -0.200], [0.693, -1.036, 0.497], [-0.721, 0.810, 0.498], [0.547, -0.301, 0.883], [-0.201, 0.995, -0.743], [-0.751, 0.186, -1.432], [0.552, -0.727, -0.774], [-0.841, -0.643, 0.371], [-0.854, 0.215, -0.988], [-0.287, -1.292, 0.209], [0.526, -0.224, 1.022], [0.429, -0.368, 0.265], [-0.068, 0.222, 0.094], [0.139, 0.450, 0.320], [0.034, -0.509, -0.332], [0.607, -0.672, 0.357], [-0.502, 0.302, -0.407], [-0.179, 0.154, -0.042], [-0.040, 0.051, 0.030], [-0.009, 0.055, -0.035], [-0.042, 0.219, 0.117], [-0.231, -0.146, -0.150], [0.291, 0.208, 0.208], [0.382, -0.276, 0.261], [-0.497, 0.206, -0.381], [-0.354, -0.558, -0.102], [0.063, 0.453, 0.139], [0.107, 0.174, 0.100], [0.017, -0.033, -0.053], [0.102, 0.019, -0.067], [0.221, 0.053, 0.073], [-0.018, 0.441, -0.001], [-0.073, -0.518, 0.000], [0.369, -0.226, -0.294], [-0.227, 0.481, 0.395], [0.161, 0.549, -0.354], [-0.257, -0.237, 0.278], [-0.073, -0.223, 0.031], [0.004, -0.036, -0.047], [-0.009, -0.052, 0.050], [0.079, -0.206, -0.059], [-0.073, 0.204, 0.113], [0.092, -0.200, -0.298], [0.280, -0.425, -0.242], [-0.188, 0.592, 0.386], [0.203, -0.152, -0.373], [-0.631, -0.424, 0.488], [-0.066, -0.231, 0.024], [0.008, -0.049, -0.036], [0.061, -0.009, 0.033], [0.189, -0.656, -0.121], [0.219, 1.294, 0.180], [-0.312, 0.125, -0.249], [-0.100, 0.005, -0.490], [0.416, -0.004, 0.579], [0.406, 0.518, -0.053], [-0.282, -0.355, 0.254], [-0.193, -0.133, -0.025], [-0.053, 0.010, -0.042], [-0.023, -0.063, -0.005], [-0.122, -0.084, -0.175], [-0.129, -0.291, -0.047], [0.254, 0.518, 0.079], [0.403, -0.006, 0.115], [-0.486, -0.296, -0.241], [0.179, -0.655, 0.116], [-0.342, 0.280, -0.119], [-0.004, 0.212, 0.013], [0.036, 0.015, 0.040], [-0.005, 0.040, -0.038], [0.161, 0.121, 0.071]]
}